w:
{"formula": "C4H8N2", "method": "the ωB97M-V functional and the def2-TZVPD basis", "smiles": "[H]/N=C(\\N)C1CC1", "e_lumo_ev": 0.86, "species": ["C", "C", "C", "C", "H", "H", "H", "H", "H", "H", "H", "H", "N", "N"], "coordinates": [[0.976, 0.211, -0.002], [-0.344, -0.423, -0.348], [-1.487, 0.477, -0.569], [-1.456, -0.319, 0.782], [3.052, -0.399, -0.128], [1.877, -1.729, -0.160], [1.820, 1.954, 0.356], [-0.369, -1.447, -0.962], [-2.131, 0.052, -1.296], [-1.480, 1.691, -0.332], [-1.198, 0.244, 1.665], [-2.188, -1.196, 0.834], [2.034, -0.607, 0.041], [0.894, 1.490, 0.120]], "lowdin_charge": [-0.555, -0.283, -0.173, -0.097, 0.117, 0.173, 0.067, 0.167, 0.070, 0.161, 0.081, 0.103, 0.077, 0.092]}

x:
{"formula": "C4H8N2", "method": "the ωB97M-V functional and the def2-TZVPD basis", "smiles": "CN(C)CC#N", "e_lumo_ev": 0.85, "species": ["C", "N", "C", "C", "C", "N", "H", "H", "H", "H", "H", "H", "H", "H"], "coordinates": [[0.190, -1.082, 0.900], [0.166, -0.420, -0.393], [1.383, 0.319, -0.673], [-1.056, 0.313, -0.654], [-1.632, 1.035, 0.510], [-2.098, 1.543, 1.439], [1.158, -1.576, 1.027], [-0.593, -1.846, 0.952], [0.049, -0.386, 1.745], [1.617, 1.108, 0.063], [1.313, 0.775, -1.665], [2.221, -0.387, -0.697], [-1.836, -0.365, -1.021], [-0.877, 1.051, -1.442]], "lowdin_charge": [-0.105, -0.285, -0.105, -0.196, -0.210, 0.142, 0.084, 0.091, 0.081, 0.091, 0.083, 0.085, 0.125, 0.119]}

y:
{"formula": "C4H8N2", "method": "the ωB97M-V functional and the def2-TZVPD basis", "e_lumo_ev": 0.94, "species": ["C", "N", "C", "C", "C", "N", "H", "H", "H", "H", "H", "H", "H", "H"], "coordinates": [[-0.626, -1.697, 0.276], [-0.156, -0.511, 0.760], [-0.219, 0.636, -0.049], [0.494, 1.848, 0.519], [0.372, 0.211, -1.536], [0.302, -0.977, -1.779], [-1.668, -1.701, -0.042], [-0.312, -2.583, 0.830], [0.291, -1.969, -1.859], [0.739, -0.600, 1.226], [-1.258, 0.867, -0.306], [0.493, 2.654, -0.218], [0.007, 2.203, 1.431], [1.541, 1.618, 0.747]], "lowdin_charge": [-0.069, -0.085, -0.420, -0.083, -0.106, 0.077, 0.062, 0.058, 0.071, 0.135, 0.134, 0.075, 0.075, 0.078]}

Most stable of them? x.

w:
{"formula": "C4H8N2", "method": "the ωB97M-V functional and the def2-TZVPD basis", "smiles": "[H]/N=C/C/N=C/C", "e_lumo_ev": 0.90, "species": ["C", "C", "C", "C", "N", "N", "H", "H", "H", "H", "H", "H", "H", "H"], "coordinates": [[0.000, -1.529, -0.260], [1.374, 1.896, -0.410], [-1.144, -1.085, 0.804], [0.436, 0.733, -0.338], [0.917, -0.466, -0.370], [-2.258, -1.599, 0.918], [-2.897, -1.294, 1.648], [0.507, -2.417, 0.127], [-0.549, -1.726, -1.187], [-0.539, 0.948, -0.806], [-0.649, -0.038, 1.197], [2.297, 1.658, 0.113], [1.601, 2.134, -1.449], [0.903, 2.785, 0.014]], "lowdin_charge": [-0.217, -0.083, -0.242, -0.278, -0.018, 0.087, 0.056, 0.102, 0.115, 0.128, 0.131, 0.074, 0.077, 0.069]}

x:
{"formula": "C4H8N2", "method": "the ωB97M-V functional and the def2-TZVPD basis", "smiles": "C=C(C)C#N.N", "e_lumo_ev": 0.87, "species": ["C", "C", "C", "C", "N", "N", "H", "H", "H", "H", "H", "H", "H", "H"], "coordinates": [[0.754, -1.045, -0.221], [0.917, 1.271, 0.369], [0.436, 0.601, -2.004], [0.700, 0.338, -0.551], [0.827, -2.170, -0.019], [-1.525, -1.038, 1.791], [-1.817, -2.005, 1.872], [1.112, 1.013, 1.395], [0.909, 2.318, 0.114], [-0.520, 0.164, -2.296], [1.211, 0.133, -2.614], [0.421, 1.670, -2.204], [-1.067, -0.784, 2.658], [-2.358, -0.467, 1.709]], "lowdin_charge": [-0.247, 0.074, -0.057, -0.378, 0.159, 0.022, 0.014, 0.069, 0.068, 0.087, 0.088, 0.078, 0.012, 0.011]}

y:
{"formula": "C4H8N2", "method": "the ωB97M-V functional and the def2-TZVPD basis", "smiles": "[H]/N=C/C=C(\\C)N", "e_lumo_ev": 1.14, "species": ["C", "C", "N", "C", "C", "N", "H", "H", "H", "H", "H", "H", "H", "H"], "coordinates": [[-0.408, 1.438, -0.057], [-0.624, -0.008, -0.046], [-2.136, -0.674, 0.087], [0.042, -1.116, -0.035], [1.697, -0.755, 0.121], [2.263, 0.363, -0.025], [-2.817, 0.038, 0.316], [-2.429, -1.203, -0.725], [3.274, 0.358, 0.119], [-0.133, -2.161, 0.140], [2.251, -1.697, 0.275], [-0.181, 1.769, -1.070], [0.466, 1.675, 0.556], [-1.268, 1.973, 0.345]], "lowdin_charge": [-0.067, -0.288, 0.013, -0.047, -0.186, 0.050, 0.030, 0.039, 0.052, 0.087, 0.081, 0.093, 0.066, 0.078]}

Most stable of them? x.